A single C5H12O3Si molecule at a distorted geometry, computed with ωB97M-V with the def2-TZVPD basis set.

Last column: Mulliken charge in e.
Geometry (Å):
H (-0.7561, -0.0206, 2.0099)  -0.15
Si (-0.7518, -0.0108, 0.4778)  0.44
C (2.1233, -0.1386, 0.8189)  -1.54
C (-0.5666, 1.8930, 0.2167)  -1.27
H (0.5995, -0.7682, -2.2882)  0.35
O (-3.6047, -0.5161, 0.8470)  -0.41
C (-2.8043, -0.2599, -0.2015)  0.44
H (0.3825, 2.1172, 0.5347)  0.47
H (-0.9872, 2.1433, -0.7505)  0.31
C (1.0335, -0.7629, -0.0662)  1.16
O (-3.3290, 0.0105, -1.2483)  -0.53
H (1.8060, -0.1830, 1.9708)  0.24
H (-4.5487, -0.3588, 0.7475)  0.30
H (2.9759, -0.7108, 0.7560)  0.48
H (2.1865, -1.0259, -1.7301)  0.60
H (1.4658, -2.6638, -0.5126)  0.32
H (-1.2966, 2.4088, 0.9434)  0.33
H (2.1181, 0.9511, 0.5614)  0.34
O (0.8750, -2.1992, 0.0311)  -0.58
C (1.3394, -0.4842, -1.5290)  -1.64
H (1.7396, 0.5789, -1.5887)  0.34

As for the energy: -712.8618 Ha. Its maximum force is 0.09872 hartree/bohr. As for the total charge: 0. The calculation puts the HOMO energy at -0.3590 Eh. The LUMO energy comes out at 0.703 eV. Its energy above the lowest of the compared OMol25 structures with the same formula, charge and spin is 95.8 kcal per mole. As for the orbital gap: 10.47 eV.


A molecular structure, C5H12O3Y at a distorted geometry, computed with ωB97M-V with the def2-TZVPD basis set.

Last column: Mulliken charge in e.
Geometry (Å):
H (-0.0066, 0.6552, -1.4405)  0.28
C (1.5369, 1.0095, 0.0274)  -0.42
H (-2.2185, 1.5085, 0.7436)  0.22
O (-2.8145, 0.2612, -0.4473)  -0.34
H (-0.3068, 2.0333, -0.3478)  0.37
C (-2.9673, -1.0601, -0.9245)  -0.54
H (2.1511, 1.5348, -0.7200)  0.38
O (-0.6208, 0.1375, 0.4621)  -0.14
O (1.9497, -0.3428, 0.1372)  -0.19
H (-2.0135, -1.4640, -1.2986)  0.17
H (-3.3384, -1.7283, -0.1300)  0.28
C (-1.9767, 0.3930, 0.7188)  -0.35
H (-2.3207, -0.2620, 1.5378)  0.34
C (0.0957, 1.0145, -0.4078)  -0.42
Y (0.4871, -1.9970, 1.0443)  0.54
H (-3.6886, -1.0315, -1.7466)  0.27
C (3.3348, -0.5034, 0.3965)  -0.66
H (3.4989, -1.5548, 0.6605)  0.23
H (3.6492, 0.1370, 1.2341)  0.35
H (1.6525, 1.5107, 1.0025)  0.34
H (3.9164, -0.2512, -0.5019)  0.28

As for the energy: -461.3871 Ha. Its maximum force is 0.08257 hartree/bohr. As for the total charge: +1. The calculation puts the HOMO energy (spin up / spin down) at -0.3675 / -0.3663 Eh. The LUMO energy (spin up / spin down) comes out at -3.563 / -3.635 eV. Its energy above the lowest of the compared OMol25 structures with the same formula, charge and spin is 0.0 kcal per mole. As for the orbital gap (spin up / spin down): 6.44 / 6.33 eV.


2 unconnected molecules or ions with the total composition C5H12O4 at a distorted geometry, computed with ωB97M-V with the def2-TZVPD basis set.

Last column: Mulliken charge in e.
Geometry (Å):
C (-2.2862, 0.8305, -0.3284)  -0.50
C (-3.1823, -0.0734, 0.4854)  -1.17
H (3.5379, -0.5994, -1.8837)  0.25
H (-2.1932, 0.4961, -1.3639)  0.33
O (2.1815, -1.7331, 0.5903)  -0.47
H (3.3959, 0.8446, -0.9144)  0.27
H (-3.2849, 0.2749, 1.5150)  0.31
C (-0.6299, 0.8541, 0.5157)  -0.51
H (-0.7197, -0.6280, 1.7893)  0.28
H (1.4128, -1.5285, 0.0116)  0.38
H (-0.8562, 1.5366, 1.3417)  0.33
H (1.1362, 0.5007, -0.8674)  0.29
C (2.9714, -0.1539, -1.0618)  -0.18
H (-0.7366, 1.2710, -0.5492)  0.31
O (4.2724, -1.0024, 0.7825)  -0.58
O (-0.2981, -0.4062, 0.9487)  -0.40
H (-4.1771, -0.1436, 0.0433)  0.36
O (1.6130, -0.1277, -1.4471)  -0.55
C (3.2265, -0.9976, 0.1923)  0.56
H (-2.7847, -1.0875, 0.5398)  0.30
H (-2.5986, 1.8728, -0.3394)  0.40

As for the energy: -498.5705 Ha. Its maximum force is 0.09678 hartree/bohr. As for the total charge: 0. The calculation puts the HOMO energy at -0.3358 Eh. The LUMO energy comes out at 0.558 eV. Its energy above the lowest of the compared OMol25 structures with the same formula, charge and spin is 77.3 kcal per mole. As for the orbital gap: 9.70 eV.